C50H80BBr2F7O20S | ωB97M-V with the def2-TZVPD basis set

The HOMO energy comes out at -0.32992 Ha. The SMILES is CCC(=O)OCCc1c(CB(O)O)ccc2c1C(=O)c1cc(/C(Br)=C(\C)Br)cc(S(=O)(=O)C(F)(F)C(F)(F)C(F)(F)F)c1C2=O.COCCOC.COCCOC.COCCOC.COCCOC.COCCOC.COCCOC. The value obtained for the total energy is -9727.911795 hartree. The orbital gap comes out at 7.91 eV. The LUMO energy is -1.07 eV.

```
161
Properties=species:S:1:pos:R:3:forces:R:3:mulliken_charge:R:1
Br -4.170756 -0.339944 4.771097 0.055 -0.056 -0.143 -0.17
Br -1.556751 1.722835 4.608433 0.164 0.084 -0.355 -0.11
S -1.586096 3.433010 -1.180886 -2.929 -0.247 -0.931 1.58
F 1.967990 3.660810 0.175448 0.114 -0.065 -0.612 -0.04
F -0.547174 5.194114 1.050107 -0.502 -0.637 0.006 -0.26
F 0.724635 4.360192 -2.109883 0.505 -0.489 0.164 -0.23
F -0.901820 5.720623 -1.996676 -0.649 0.133 -0.076 -0.25
F 0.311553 6.702413 -0.200141 0.112 0.405 -0.019 -0.33
F 1.792811 5.091741 1.743603 0.082 0.063 0.102 -0.28
F 2.568428 5.775058 -0.130785 0.339 -0.691 -0.470 -0.26
O 0.866266 -2.188983 0.129828 0.001 -0.166 0.110 -0.74
O -7.616904 2.327073 -1.528490 0.017 -0.052 0.204 -0.33
O 1.893637 -7.478082 1.899288 -0.150 0.043 0.152 -0.35
O 3.941960 -1.158220 2.436606 0.432 0.213 -0.137 -0.23
O 2.139597 -10.788689 -1.271539 0.145 0.151 -0.021 -0.42
O 3.482969 1.003477 2.433231 -0.129 -0.221 0.190 -0.51
O 0.292689 1.479908 -2.909673 -0.256 0.342 0.242 -0.52
O 7.128295 -3.432385 -1.471804 -0.244 0.012 -0.050 -0.60
O 3.508657 -9.124344 -3.273113 0.048 -0.137 0.104 -0.37
O -8.072192 -1.919578 -3.219125 -0.002 0.035 -0.161 -0.38
O -10.207738 -1.528845 -5.202925 0.108 -0.144 0.057 -0.37
O 0.090331 -5.289278 2.687398 0.204 -0.068 0.044 -0.43
O -5.826213 0.988781 0.382786 -0.117 -0.057 -0.107 -0.36
O 8.786537 4.510997 1.401061 -0.119 0.103 -0.118 -0.35
O -2.700338 4.001707 -0.478711 0.655 0.809 1.406 -0.63
O -2.998494 9.961375 1.391431 -0.114 -0.086 0.122 -0.40
O 6.610216 6.481397 1.671856 -0.104 -0.247 -0.254 -0.41
O 5.085779 -3.114635 -2.700242 0.366 -0.212 -0.257 -0.49
O -1.989748 3.114813 -2.507744 1.332 -0.595 -0.904 -0.70
O -4.329126 7.336707 1.404028 -0.047 0.179 -0.038 -0.40
C 5.720572 5.585608 1.012202 0.054 0.226 0.183 -0.67
C 1.493457 -10.090511 -2.323474 -0.033 -0.392 0.024 -0.21
C -6.587413 -0.194204 0.217855 0.054 -0.030 0.049 -0.68
C 0.449147 -5.604676 1.350586 -0.381 0.010 0.050 -0.03
C 1.699664 4.933391 0.419085 -0.457 0.713 1.083 0.44
C 0.680039 1.079862 -1.841359 0.608 -0.326 -0.431 -0.43
C 2.283682 -0.546193 -0.862984 -0.456 -0.181 0.528 0.16
C 7.313887 5.900435 2.756042 0.070 0.279 -0.102 -0.43
C 0.252691 5.381381 0.003317 0.642 0.066 -0.192 0.85
C 5.969773 -1.116011 -1.434947 -0.340 -0.433 -0.388 -1.72
C 3.742308 -2.225484 0.286425 0.144 0.270 -0.252 -0.70
C 4.313496 0.145237 2.580238 -0.823 1.149 -0.318 0.45
C 1.156059 -4.718835 3.425368 -0.091 0.090 0.007 -0.46
C -1.701112 1.915282 0.989358 -0.703 1.214 -0.143 -0.29
C 8.738031 5.546408 2.371251 -0.041 -0.354 0.163 -0.46
C 0.733768 -7.079924 1.179637 0.348 0.052 -0.182 -0.38
C 2.387588 -9.955178 -3.536747 -0.079 0.373 -0.080 -0.53
C 4.323365 0.473956 -2.331852 -0.052 0.303 -0.491 -1.45
C -3.625365 -0.926034 1.992121 0.235 0.372 0.104 -0.99
C 1.100240 -1.031181 -0.131345 -0.585 -0.040 0.255 0.04
C -2.329728 8.709316 1.444091 0.087 0.220 -0.334 -0.61
C 5.719145 0.505118 2.954739 0.385 -0.852 0.522 0.04
C -3.110243 7.624571 0.734908 0.026 -0.256 0.289 0.23
C 2.637862 -9.927238 -0.260575 -0.076 -0.110 0.044 -0.66
C 3.072265 1.016125 -2.481904 0.230 0.363 -0.482 -1.28
C -6.282789 2.731639 -1.244664 -0.037 -0.069 -0.414 -0.71
C 0.108979 0.018134 0.278099 0.952 -0.624 -0.447 0.82
C 6.132507 0.015109 4.349328 0.639 -0.078 -0.159 -1.35
C -10.359863 -1.361154 -3.801309 -0.072 0.316 -0.210 -0.76
C 4.694516 -9.857657 -3.023472 0.021 0.059 -0.056 -0.73
C -0.528508 -0.094932 1.480072 -0.286 -0.228 0.251 -1.00
C -3.679533 10.276517 2.591903 0.043 0.072 -0.028 -0.72
C 4.660883 -1.886473 1.439156 0.310 -1.189 0.319 -0.29
C -1.437832 0.870487 1.819467 -0.007 -0.435 1.580 0.23
C -3.172811 -0.110268 3.178108 -0.202 -0.339 0.184 0.20
C -2.143591 0.722558 3.113596 -0.428 0.094 0.280 -0.91
C -0.281551 4.753170 -1.329172 -0.019 0.248 0.263 0.36
C 1.582028 -8.131805 3.117507 0.092 -0.065 -0.024 -0.80
C -9.071147 -0.911849 -3.148423 0.015 -0.230 0.280 -0.11
C -8.505322 2.582184 -0.455897 -0.066 0.015 -0.090 -0.73
C 3.530364 -1.098255 -0.699289 0.081 -0.678 0.403 1.02
C 4.556171 -0.575119 -1.471306 1.415 -0.083 0.143 1.68
C -5.454406 7.934255 0.787663 -0.019 -0.101 0.003 -0.79
C -7.120835 -1.683624 -4.242033 0.065 -0.018 0.088 -0.67
C -1.074378 2.026929 -0.227999 0.734 0.239 -0.132 0.87
C -0.131238 1.067847 -0.575004 0.263 0.571 -1.096 -0.62
C 9.020925 4.989729 0.087655 0.033 -0.084 0.027 -0.75
C 2.064103 0.502269 -1.724337 -1.433 0.575 0.181 0.93
C -10.058849 -2.883281 -5.587118 -0.063 0.032 -0.051 -0.70
C -5.415118 1.556298 -0.857442 0.149 0.137 0.324 0.55
B 6.070132 -2.635049 -1.898100 -0.023 0.620 0.604 0.55
H -2.125393 8.421605 2.479965 -0.052 -0.035 0.010 0.41
H 6.428247 0.083510 2.245148 -0.012 0.038 -0.188 0.12
H 1.153910 -9.106857 -1.984107 0.041 0.036 -0.027 0.06
H 5.574682 -1.388861 1.148821 0.018 0.306 -0.044 -0.12
H -4.482321 -1.537120 2.241964 -0.160 0.030 -0.081 0.53
H 2.708535 -10.939711 -3.889352 0.003 -0.030 0.056 0.31
H 2.083451 -5.283738 3.302523 0.006 -0.004 -0.023 0.29
H 6.781662 5.023570 3.138693 0.058 -0.053 -0.036 0.22
H -2.414514 2.671715 1.276199 -0.089 0.062 0.089 0.96
H -9.325369 -3.403207 -4.966518 -0.010 0.001 0.020 0.30
H 1.318180 -3.679850 3.115555 0.087 -0.006 0.005 -0.01
H -5.279530 8.987597 0.555855 0.014 -0.002 -0.017 0.35
H 10.069100 5.285533 -0.026195 -0.013 0.061 -0.052 0.33
H -0.371279 -0.914760 2.161492 0.277 -0.219 -0.070 1.06
H 5.091044 -10.267174 -3.958892 0.029 -0.067 0.040 0.33
H 6.188079 4.623661 0.794191 0.078 -0.029 0.045 0.34
H 1.305016 -5.004833 1.027987 0.024 -0.020 -0.013 -0.03
H 6.835592 -3.984020 -0.740101 0.275 -0.264 0.003 0.32
H -6.266824 3.496995 -0.463663 0.026 -0.039 0.050 0.40
H 1.817303 -9.478254 -4.340068 -0.017 -0.043 -0.013 0.39
H 2.814329 -2.532407 0.750388 -0.100 -0.016 -0.149 -0.08
H 1.225924 -9.149525 2.921112 -0.052 0.004 0.065 0.35
H 2.883796 1.817844 -3.177276 -0.072 0.118 -0.061 0.60
H -8.734613 3.651882 -0.399648 -0.006 -0.005 0.087 0.30
H -7.056987 -0.430908 1.172119 0.057 0.039 0.040 0.27
H 5.355652 -3.981505 -3.027567 -0.285 -0.148 -0.064 0.31
H 4.969521 -2.832273 1.890378 0.007 0.001 0.178 0.45
H -5.410008 0.797586 -1.646333 -0.072 0.011 -0.019 0.18
H 8.375569 5.836151 -0.156268 0.001 0.020 0.015 0.33
H -8.713083 0.021437 -3.591647 -0.029 0.007 -0.030 0.34
H -5.932858 -1.025584 -0.068399 -0.098 -0.057 -0.071 0.31
H 5.816406 0.681486 5.145488 -0.403 -0.078 0.031 0.35
H 4.083488 -3.105247 -0.260747 0.265 -0.082 0.056 0.58
H 9.269706 6.432251 2.012890 -0.052 0.055 -0.005 0.32
H -11.116383 -0.583990 -3.654073 -0.007 -0.017 0.058 0.39
H -0.403681 -5.338499 0.719085 0.048 0.025 -0.053 0.32
H 7.349191 6.647651 3.554645 -0.006 -0.028 0.042 0.38
H -7.598639 -1.420253 -5.188155 -0.010 0.028 0.007 0.34
H -3.296581 7.898171 -0.307928 0.018 0.054 0.003 0.37
H -8.095487 2.247723 0.499876 0.018 0.018 0.003 0.31
H 7.220803 0.027160 4.380088 0.115 -0.005 0.091 0.38
H -4.391329 1.912003 -0.722959 0.049 0.048 -0.063 -0.32
H 9.258823 5.174743 3.259511 0.004 0.060 0.019 0.37
H 8.809906 4.176616 -0.606432 0.026 -0.026 0.059 0.23
H -11.021484 -3.402894 -5.525660 0.038 -0.073 0.021 0.32
H 5.127432 0.868427 -2.932047 0.222 0.002 -0.013 0.44
H -3.850457 -0.226390 1.188488 -0.349 -0.127 -0.111 0.02
H -5.712266 7.397085 -0.131835 -0.025 0.072 -0.039 0.30
H 5.428606 -9.171165 -2.603984 -0.020 0.044 -0.034 0.24
H 0.876515 -4.730057 4.477816 -0.057 0.014 -0.015 0.38
H -5.879148 3.175070 -2.159304 0.045 0.027 0.032 0.35
H -9.718264 -2.900837 -6.621285 -0.034 0.052 -0.012 0.24
H 0.611282 -10.675748 -2.601669 -0.025 0.053 -0.033 0.40
H 5.809259 1.574523 2.938516 -0.080 0.452 -0.305 0.25
H -7.366466 -0.071134 -0.537649 0.026 -0.017 -0.026 0.23
H 3.309841 -10.506485 0.371114 -0.036 -0.055 -0.012 0.34
H -6.291602 7.862257 1.480655 0.022 -0.054 0.021 0.27
H -2.516090 6.707688 0.746334 -0.025 -0.020 -0.073 -0.19
H 4.527587 -10.669821 -2.312608 -0.017 -0.012 -0.011 0.32
H -4.345228 11.113753 2.387160 0.042 0.025 -0.038 0.25
H 1.816047 -9.552032 0.354544 0.052 0.085 0.022 0.22
H -9.263229 -0.727317 -2.086373 -0.027 0.063 -0.013 0.21
H 6.560581 -0.568023 -2.173241 0.094 0.107 0.009 0.51
H -2.825417 -1.568067 1.634074 0.104 -0.192 0.077 0.24
H -2.964678 10.577433 3.365814 -0.049 -0.035 0.062 0.33
H 2.495123 -8.189808 3.708196 0.033 -0.008 -0.051 0.23
H 3.191322 -9.083807 -0.679563 -0.033 0.026 -0.003 0.34
H -10.725982 -2.282776 -3.338715 0.053 -0.022 0.019 0.37
H 0.931747 -7.276462 0.120501 -0.054 0.009 -0.012 0.17
H 0.827342 -7.587030 3.688686 -0.018 0.002 -0.020 0.35
H -4.274725 9.435155 2.954078 0.020 -0.017 0.006 0.30
H 6.467356 -0.949315 -0.485984 0.113 -0.053 0.109 -0.02
H -9.428767 2.037474 -0.650811 0.005 0.014 -0.058 0.25
H -1.370181 8.838822 0.933458 0.022 -0.043 0.029 0.26
H -0.131308 -7.679301 1.479272 -0.021 0.036 0.037 0.37
H 5.841798 -1.013119 4.548202 -0.255 0.000 0.055 0.33
H 4.828599 5.426596 1.626228 -0.015 -0.086 -0.019 0.27
H -6.548218 -2.599515 -4.381836 -0.005 -0.012 0.062 0.27
H -6.435500 -0.882220 -3.944796 0.003 0.035 -0.083 0.21
H 5.420493 6.047845 0.073011 0.015 0.072 0.050 0.28
```
Positions in Å, forces in eV/Å.